{"formula": "C5H10O4", "method": "the ωB97M-V functional and the def2-TZVPD basis", "symbols": ["C", "C", "C", "C", "C", "O", "O", "O", "O", "H", "H", "H", "H", "H", "H", "H", "H", "H", "H"], "positions_angstrom": [[0.045, 1.787, -0.379], [-0.186, -0.476, 0.248], [1.298, -0.425, -0.224], [-1.129, -1.045, -0.807], [-0.361, -1.182, 1.582], [-0.500, 0.935, 0.507], [1.553, 0.831, -0.773], [-0.279, 1.764, -1.653], [0.275, 2.996, 0.124], [0.709, 1.410, -1.918], [0.454, 2.911, 1.071], [1.967, -0.600, 0.628], [1.465, -1.231, -0.949], [-0.977, -0.588, -1.781], [-0.950, -2.117, -0.904], [-2.166, -0.888, -0.509], [-1.403, -1.149, 1.901], [0.248, -0.707, 2.351], [-0.062, -2.226, 1.483]], "homo_lumo_gap_ev": 10.331, "lumo_energy_ev": 0.7, "e_tot_ha": -497.439012, "relative_energy_kj_mol": 182.1, "homo_ev": -9.6, "multiplicity": 1}

{"formula": "C5H10OPV", "method": "the ωB97M-V functional and the def2-TZVPD basis", "symbols": ["C", "C", "C", "C", "C", "V", "P", "H", "H", "H", "H", "H", "H", "H", "H", "O", "H", "H"], "positions_angstrom": [[-0.680, 0.817, -0.926], [-1.424, 1.655, -1.801], [-0.522, 2.566, -2.441], [0.801, 2.288, -1.967], [0.740, 1.216, -1.036], [0.804, -1.025, 1.816], [0.079, -3.103, 0.730], [-1.076, 0.024, -0.292], [-2.502, 1.614, -1.955], [-0.795, 3.334, -3.160], [1.580, 0.765, -0.508], [1.706, 2.812, -2.269], [0.934, -3.640, -0.295], [-1.179, -3.093, 0.028], [-0.098, -4.274, 1.549], [0.592, -0.695, 3.794], [1.269, -0.802, 4.480], [-0.230, -0.457, 4.254]], "homo_lumo_gap_ev": [3.968, 3.814], "lumo_energy_ev": [-1.4, -1.5], "e_tot_ha": -1556.829282, "homo_ev": [-5.4, -5.3], "multiplicity": 3}

{"formula": "C5H10OS", "method": "the ωB97M-V functional and the def2-TZVPD basis", "symbols": ["C", "O", "C", "C", "S", "C", "C", "H", "H", "H", "H", "H", "H", "H", "H", "H", "H"], "positions_angstrom": [[3.167, -0.290, -0.500], [2.198, 0.308, 0.222], [1.063, -0.388, 0.678], [-0.189, -0.276, -0.189], [-1.203, 1.295, -0.087], [-1.510, -0.457, 0.440], [-2.610, -1.128, -0.363], [2.898, -1.236, -1.026], [3.464, 0.506, -1.267], [4.020, -0.577, 0.181], [1.303, -1.541, 0.913], [0.800, -0.042, 1.698], [-0.028, -0.663, -1.202], [-1.494, -0.653, 1.503], [-3.501, -0.429, -0.362], [-2.992, -2.052, 0.187], [-2.325, -1.269, -1.403]], "homo_lumo_gap_ev": 9.743, "lumo_energy_ev": 1.0, "e_tot_ha": -669.870823, "relative_energy_kj_mol": 172.3, "homo_ev": -8.8, "multiplicity": 1}

{"formula": "C5H10OS", "method": "the ωB97M-V functional and the def2-TZVPD basis", "symbols": ["C", "C", "O", "C", "C", "S", "C", "H", "H", "H", "H", "H", "H", "H", "H", "H", "H"], "positions_angstrom": [[0.987, -2.175, 1.261], [0.161, -1.066, 1.082], [-1.221, -0.905, 1.001], [-1.291, -0.021, -0.102], [-1.223, 1.560, 0.380], [-0.495, -0.318, -1.744], [1.109, 0.575, -1.600], [1.866, -1.975, 1.696], [0.749, -3.274, 1.158], [0.743, -0.036, 0.956], [-2.271, -0.070, -0.659], [-1.364, 1.596, 1.450], [-0.137, 1.931, 0.100], [-2.158, 2.006, -0.101], [1.834, -0.071, -1.060], [1.090, 1.559, -1.152], [1.621, 0.685, -2.666]], "homo_lumo_gap_ev": 9.894, "lumo_energy_ev": 0.8, "e_tot_ha": -669.806041, "relative_energy_kj_mol": 342.4, "homo_ev": -9.1, "multiplicity": 1}

{"formula": "C5H10OS", "method": "the ωB97M-V functional and the def2-TZVPD basis", "symbols": ["C", "C", "C", "C", "C", "O", "S", "H", "H", "H", "H", "H", "H", "H", "H", "H", "H"], "positions_angstrom": [[1.362, -0.755, -0.436], [1.479, -1.246, -1.836], [0.477, -0.120, -1.479], [-1.020, 0.637, 2.266], [-0.883, -0.327, -1.147], [-1.380, 3.178, 1.473], [-2.065, 1.852, 1.331], [0.847, -1.360, 0.328], [2.105, -0.158, 0.084], [2.302, -0.960, -2.439], [0.920, -2.160, -2.062], [0.759, 0.866, -1.782], [-0.266, 0.220, 1.488], [-1.336, -0.287, 2.801], [-0.541, 1.094, 3.122], [-1.182, -1.040, -0.384], [-1.578, 0.566, -1.328]], "homo_lumo_gap_ev": [6.698, 9.100], "lumo_energy_ev": [-0.8, 0.3], "e_tot_ha": -669.760753, "relative_energy_kj_mol": 461.3, "homo_ev": [-7.5, -8.8], "multiplicity": 1}

{"formula": "C5H10S", "method": "the ωB97M-V functional and the def2-TZVPD basis", "symbols": ["C", "C", "C", "S", "C", "C", "H", "H", "H", "H", "H", "H", "H", "H", "H", "H"], "positions_angstrom": [[1.283, -0.952, 0.385], [0.040, -0.063, 0.220], [0.249, 1.152, -0.686], [0.424, 0.618, -2.460], [-0.990, 0.018, 1.357], [-1.328, -0.805, 0.128], [1.017, -1.931, 0.779], [1.813, -0.987, -0.502], [1.886, -0.444, 1.141], [-0.531, 1.920, -0.500], [1.239, 1.561, -0.354], [0.543, 1.860, -2.849], [-1.630, 0.920, 1.578], [-0.780, -0.583, 2.250], [-1.279, -1.864, 0.159], [-1.954, -0.419, -0.645]], "homo_lumo_gap_ev": 10.002, "lumo_energy_ev": 0.9, "e_tot_ha": -594.649930, "relative_energy_kj_mol": 118.5, "homo_ev": -9.1, "multiplicity": 1}

{"formula": "C5H10S", "method": "the ωB97M-V functional and the def2-TZVPD basis", "symbols": ["C", "C", "C", "C", "C", "S", "H", "H", "H", "H", "H", "H", "H", "H", "H", "H"], "positions_angstrom": [[-1.679, -0.266, -0.625], [-0.337, -0.831, -0.279], [0.183, -0.784, 1.144], [0.797, 0.121, 0.063], [0.555, 1.649, 0.104], [2.525, -0.311, -0.343], [-1.590, 0.495, -1.405], [-2.376, -1.021, -1.030], [-2.130, 0.178, 0.227], [-0.006, -1.700, -0.897], [-0.531, -0.350, 1.845], [0.858, -1.640, 1.520], [0.882, 2.135, -0.825], [1.132, 2.076, 0.908], [-0.551, 1.829, 0.279], [2.265, -1.578, -0.688]], "homo_lumo_gap_ev": 9.582, "lumo_energy_ev": 1.0, "e_tot_ha": -594.653004, "relative_energy_kj_mol": 110.5, "homo_ev": -8.6, "multiplicity": 1}

{"formula": "C5H10S", "method": "the ωB97M-V functional and the def2-TZVPD basis", "symbols": ["C", "C", "C", "C", "S", "C", "H", "H", "H", "H", "H", "H", "H", "H", "H", "H"], "positions_angstrom": [[-1.424, 1.630, 0.096], [-1.110, 0.341, 0.038], [-2.167, -0.673, -0.279], [0.278, -0.220, 0.234], [1.598, 0.928, -0.278], [2.885, -0.306, 0.007], [-0.653, 2.391, 0.271], [-2.457, 1.995, -0.121], [-1.899, -1.144, -1.232], [-3.177, -0.211, -0.247], [-2.205, -1.517, 0.408], [0.449, -1.145, -0.296], [0.452, -0.409, 1.308], [2.829, -0.678, 1.013], [3.905, 0.073, -0.181], [2.696, -1.055, -0.741]], "homo_lumo_gap_ev": 9.550, "lumo_energy_ev": 1.0, "e_tot_ha": -594.662237, "relative_energy_kj_mol": 86.2, "homo_ev": -8.5, "multiplicity": 1}

{"formula": "C5H10S3", "method": "the ωB97M-V functional and the def2-TZVPD basis", "symbols": ["C", "S", "C", "S", "C", "C", "C", "S", "H", "H", "H", "H", "H", "H", "H", "H", "H", "H"], "positions_angstrom": [[-2.366, 0.049, -0.950], [-1.694, -1.188, 0.086], [0.010, -0.527, -0.222], [1.289, -1.681, 0.449], [2.561, -1.011, -0.581], [0.283, 0.710, 0.490], [-0.324, 0.959, 1.865], [1.033, 1.782, -0.489], [-1.931, 1.145, -0.604], [-2.274, -0.226, -2.070], [-3.540, 0.203, -0.751], [0.206, -0.740, -1.256], [1.996, -1.336, -1.602], [2.292, 0.156, -0.550], [3.745, -1.525, -0.473], [-1.357, 0.700, 1.830], [-0.192, 2.168, 2.156], [0.261, 0.363, 2.672]], "homo_lumo_gap_ev": 7.959, "lumo_energy_ev": -0.5, "e_tot_ha": -1390.930405, "relative_energy_kj_mol": 369.4, "homo_ev": -8.4, "multiplicity": 1}

{"formula": "C5H11BClN5SV", "method": "the ωB97M-V functional and the def2-TZVPD basis", "symbols": ["V", "C", "C", "N", "N", "C", "S", "N", "N", "H", "H", "H", "H", "H", "H", "Cl", "C", "H", "H", "B", "C", "N", "H", "H", "H"], "positions_angstrom": [[-1.467, 0.721, 0.251], [3.035, -0.872, -2.184], [1.675, -1.425, -2.027], [1.232, -2.525, -2.529], [-0.062, -2.637, -2.135], [-0.457, -1.626, -1.384], [-1.984, -1.310, -0.689], [0.636, -0.833, -1.296], [0.612, 0.362, -0.575], [3.611, -1.564, -2.793], [3.538, -0.762, -1.221], [3.022, 0.096, -2.690], [-0.606, -3.442, -2.420], [0.867, 1.141, -1.183], [1.302, 0.325, 0.175], [-3.359, 1.762, -0.044], [-1.869, 2.534, -0.480], [-1.636, 3.382, 0.162], [-1.822, 2.776, -1.539], [-1.012, 0.660, 4.588], [-1.109, 0.644, 3.138], [-1.109, 0.623, 1.932], [-0.516, -0.392, 4.907], [-2.080, 0.686, 5.143], [-0.444, 1.678, 4.893]], "homo_lumo_gap_ev": [7.044, 7.745], "lumo_energy_ev": [-9.9, -9.3], "charge": 2, "e_tot_ha": -2297.414109, "homo_ev": [-17.0, -17.1], "multiplicity": 2}

What did the seventh record say?
{"formula": "C5H10S", "method": "the ωB97M-V functional and the def2-TZVPD basis", "symbols": ["C", "C", "C", "C", "C", "S", "H", "H", "H", "H", "H", "H", "H", "H", "H", "H"], "positions_angstrom": [[-1.679, -0.266, -0.625], [-0.337, -0.831, -0.279], [0.183, -0.784, 1.144], [0.797, 0.121, 0.063], [0.555, 1.649, 0.104], [2.525, -0.311, -0.343], [-1.590, 0.495, -1.405], [-2.376, -1.021, -1.030], [-2.130, 0.178, 0.227], [-0.006, -1.700, -0.897], [-0.531, -0.350, 1.845], [0.858, -1.640, 1.520], [0.882, 2.135, -0.825], [1.132, 2.076, 0.908], [-0.551, 1.829, 0.279], [2.265, -1.578, -0.688]], "homo_lumo_gap_ev": 9.582, "lumo_energy_ev": 1.0, "e_tot_ha": -594.653004, "relative_energy_kj_mol": 110.5, "homo_ev": -8.6, "multiplicity": 1}